(1)
Here is 13 unconnected molecules or ions with the total composition C5H34O14 from the Open Molecules 2025 dataset. Energies are from wB97M-V/def2-TZVPD.

Atoms and positions in Å:
O: -2.6984 0.1748 1.7281
C: -2.5497 1.0716 0.9419
O: -2.7485 2.3569 1.3480
C: -2.1554 1.0774 -0.4823
C: -2.7098 -0.2266 -1.2438
C: -2.9430 0.0832 -2.7348
C: -1.5952 0.4400 -3.3817
H: -3.2532 2.4926 2.1567
H: -1.0884 1.0311 -0.6775
H: -2.7045 1.7772 -1.1061
H: -2.0136 -1.0626 -1.1906
H: -3.5766 -0.4335 -0.6132
H: -3.2428 -0.8897 -3.1254
H: -3.6822 0.8776 -2.8167
H: -0.9089 -0.4112 -3.3776
H: -1.2151 1.3350 -2.8991
H: -1.7154 0.5261 -4.4597
H: -0.4574 -3.3453 3.5985
H: -0.8954 -3.1079 2.0770
O: -1.0627 -3.5833 2.8941
H: 2.2214 -1.2108 0.3687
H: 2.6603 -2.5032 1.0953
O: 2.0860 -2.1692 0.3918
H: -0.0969 -3.6620 -2.0404
H: 0.1985 -2.1418 -1.9351
O: -0.1013 -2.8320 -2.5393
H: 0.8064 0.4459 1.1388
H: 1.0664 1.2932 -0.0432
O: 1.1245 0.3458 0.2072
H: 2.4028 -3.9592 -1.9705
H: 1.8718 -3.5790 -0.6543
O: 1.7756 -4.2924 -1.3126
H: 2.4815 1.6586 3.6584
H: 2.9919 2.6580 2.5719
O: 2.3459 2.5316 3.2789
H: 0.4810 -1.3161 4.5679
H: -0.7493 -0.5721 5.1167
O: 0.1394 -0.4404 4.7681
H: 2.7177 0.7764 1.0952
H: 3.8715 1.0527 0.1675
O: 3.6336 1.1232 1.1028
H: 1.2994 -2.8612 -3.6309
H: 2.3721 -2.0926 -4.4224
O: 2.2452 -2.8878 -3.8918
H: 0.6232 1.8419 2.8280
H: -0.3174 0.6788 3.1369
O: -0.0267 1.2489 2.4065
H: 0.9792 2.8538 -1.5607
H: 1.7532 3.4920 -0.4449
O: 1.7421 2.6975 -0.9835
H: 0.1634 4.2031 0.5348
H: -0.9899 3.3857 0.4635
O: -0.5563 4.0494 -0.1055

Output
* HOMO-LUMO gap: 10.1 eV
* highest occupied orbital energy: -0.381 hartree


(2)
Here is a molecular structure, C5H35N2O10S from the Open Molecules 2025 dataset. Energies are from wB97M-V/def2-TZVPD.

Atoms and positions in Å:
N: 1.1895 0.4734 0.2570
C: -0.0878 -0.3939 0.4046
C: -1.2516 0.3478 1.1164
S: -2.1861 -0.6740 2.2386
C: -0.5566 -0.7931 -1.0621
N: 0.6000 -0.7511 -2.0246
C: 0.5181 0.4257 -2.9739
C: 1.9687 1.0715 -3.1429
H: 1.6994 0.5103 1.1524
H: 0.9494 1.4133 -0.1121
H: 1.7831 -0.1543 -0.3120
H: 0.2549 -1.2406 1.0008
H: -2.0010 0.8325 0.4664
H: -0.9564 1.2635 1.6539
H: -1.2536 -0.8311 3.1687
H: -1.3234 -0.0861 -1.4583
H: -1.1134 -1.7099 -1.0862
H: 0.2910 -1.4784 -2.7224
H: -0.0689 1.3534 -2.6826
H: 0.3648 0.2108 -4.0380
H: 2.7426 0.4283 -2.7253
H: 2.1873 1.3523 -4.1588
H: 1.9422 1.9595 -2.5207
H: -0.3709 -2.1253 3.5807
H: -0.7302 -1.8504 2.0339
O: -0.0714 -1.7817 2.7380
H: 3.4123 -0.8848 -1.6319
H: 2.7528 -1.8966 -0.6211
O: 3.2882 -1.1045 -0.7051
H: 2.9517 -2.6673 2.2819
H: 4.2126 -1.9654 1.9399
O: 3.3551 -1.7923 2.3473
H: -3.3218 -1.2489 -0.8834
H: -4.5574 -2.0577 -1.1829
O: -3.9557 -1.8390 -0.4623
H: 1.8833 3.8811 -0.6814
H: 1.8575 3.4230 0.9168
O: 1.7564 3.2032 -0.0142
H: 1.3223 1.8520 3.2262
H: -0.0750 2.2333 3.4755
O: 0.6498 2.4082 2.8327
H: -4.6763 0.9201 -1.9031
H: -3.2184 1.1407 -2.0586
O: -3.8381 0.4568 -1.7795
H: 1.9200 -0.1028 3.4618
H: 0.6472 -0.9051 3.0223
O: 1.1158 -0.0749 2.8979
H: -1.8275 2.8008 -2.8825
H: -1.2178 3.2036 -1.6871
O: -1.6790 2.3961 -2.0110
H: -2.5621 -2.5683 0.5667
H: -2.5487 -3.7366 1.3269
O: -2.1669 -2.8471 1.4168

Output
* HOMO-LUMO gap (alpha / beta): 10.1 / 5.5 eV
* total charge: +2
* 2S+1: 2
* highest occupied orbital energy (alpha / beta): -0.575 / -0.575 hartree